{"formula": "C27H42N4PdSi2Te", "method": "ωB97M-V/def2-TZVPD", "elements": ["C", "H", "C", "H", "H", "H", "C", "C", "C", "C", "C", "C", "C", "N", "H", "C", "H", "N", "Pd", "H", "H", "C", "H", "C", "H", "C", "H", "H", "H", "C", "C", "H", "H", "H", "H", "N", "N", "C", "Te", "H", "H", "C", "H", "H", "C", "C", "H", "C", "H", "H", "H", "H", "C", "H", "Si", "H", "H", "H", "H", "H", "H", "C", "C", "C", "H", "C", "H", "H", "H", "H", "H", "H", "Si", "H", "C", "H", "C"], "coordinates": [[-2.864, -2.011, 0.350], [-2.365, 3.205, -3.544], [3.487, 0.076, -1.369], [5.726, -1.324, 0.578], [-1.372, 3.986, 5.051], [-2.917, 1.321, 4.088], [-1.398, 1.783, -2.280], [-1.983, 0.994, 3.625], [2.747, -0.572, 1.577], [-2.599, -1.633, -2.134], [-0.016, 3.878, -1.215], [0.160, -2.493, -2.947], [-3.344, -1.240, -0.858], [-1.469, -0.710, -2.460], [6.396, 0.275, 0.284], [5.628, -0.268, 0.838], [2.779, -1.634, 1.318], [-1.580, -2.378, 0.351], [-0.305, -0.421, -0.809], [-1.850, 0.669, -4.017], [-1.252, 4.248, 1.384], [0.160, 2.587, -0.773], [0.577, 4.671, -0.781], [3.900, 2.243, 0.712], [-4.411, -1.410, -0.996], [1.653, -4.500, -1.871], [-3.266, -1.647, -3.000], [4.258, 2.528, 1.702], [1.300, -5.576, -3.696], [1.391, -3.321, -1.194], [-3.731, -2.352, 1.378], [3.095, -0.513, 2.611], [-3.234, -0.167, -0.663], [1.795, -3.153, -0.204], [5.851, -0.165, 1.901], [0.658, -2.337, -1.710], [-0.532, 1.557, -1.276], [-1.139, -3.139, 1.355], [0.667, -0.133, 1.654], [4.576, 2.694, -0.020], [0.191, 4.335, 4.320], [-1.936, -3.541, 2.409], [0.120, -0.549, -3.814], [-2.250, 0.374, 2.764], [-0.488, 3.528, 4.601], [0.703, 1.848, 2.429], [2.928, 2.705, 0.553], [-0.595, -1.314, -3.503], [2.259, -5.266, -1.408], [0.002, 2.931, 5.373], [-1.198, -1.594, -4.371], [-3.915, -3.408, 3.237], [-0.958, 4.130, -2.202], [-3.104, 0.596, -2.805], [-0.961, 2.482, 3.132], [4.388, 0.176, -1.978], [-4.766, -2.039, 1.343], [2.764, 0.805, -1.744], [0.875, 2.346, -0.006], [-2.703, 4.022, 2.347], [-1.131, 5.136, -2.558], [0.363, -3.643, -3.686], [-1.651, 3.063, -2.744], [-2.023, 0.592, -2.941], [-1.533, -4.168, 3.191], [1.124, -4.666, -3.138], [-0.062, -3.735, -4.677], [-2.174, -2.628, -2.017], [-0.098, -3.443, 1.307], [-2.325, 2.869, 1.070], [3.077, -0.919, -1.549], [-1.466, 0.359, 4.347], [3.931, 0.392, 0.427], [1.355, 1.690, 3.296], [-1.884, 3.494, 1.855], [1.220, 2.543, 1.774], [-3.257, -3.122, 2.427]], "total_charge": 2, "homo_energy_ev": [-14.22, -14.22], "gap_ev": [7.68, 7.68], "e_above_lowest_kcal_mol": 13.8, "lumo_energy_ev": [-6.54, -6.54]}